(1)
16
Properties=species:S:1:pos:R:3:lowdin_charge:R:1 method="wB97M-V/def2-TZVPD" charge=-1 homo_lumo_gap_ha=0.310 de_lowest_kcal_mol=2.93 multiplicity=1 e_lumo_ev=3.76 largest_force_ev_per_a=4.07
C 0.49750 -0.36679 1.36173 -0.0757
C 0.70795 0.20185 -0.02808 -0.3271
O -1.68802 2.20941 0.68539 -0.4147
O -3.39387 1.85149 -1.10089 -0.4482
O -4.21494 -0.84147 -0.93984 -0.4609
O -2.28816 -1.83730 0.40416 -0.6123
O -0.38276 0.10972 -0.88833 -0.1636
P -3.44758 -0.87875 0.64656 0.6094
P -2.48599 1.23377 -0.06242 0.4980
H 1.38125 -0.71215 1.86417 0.0645
H -0.04027 0.33249 1.84586 0.0198
H -0.10208 -1.31439 1.37532 0.0769
H 1.46892 -0.29804 -0.50977 0.0845
H 0.86702 1.18374 0.17174 0.0747
H -4.23238 0.02463 -1.43442 -0.0041
H -0.88998 -0.73184 -0.57458 0.0789

=====

(2)
31
Properties=species:S:1:pos:R:3:lowdin_charge:R:1 method="wB97M-V/def2-TZVPD" charge=+1 homo_lumo_gap_ha="0.236 / 0.237" multiplicity=1 e_lumo_ev="-4.37 / -4.28" largest_force_ev_per_a=1.15
Ni 0.60902 -0.09676 -0.34013 -0.5090
I 0.84714 -2.08203 1.74259 0.9134
C -0.01659 -3.37270 0.29360 -1.0480
I 0.16116 -2.52701 -1.65150 1.0070
H -1.06575 -3.50294 0.52662 -0.0206
H 0.51444 -4.31638 0.31821 -0.0260
C -4.29096 1.06267 1.24012 -0.0116
N -3.02790 1.31023 1.91580 -0.1157
C -2.87161 1.84327 3.18464 -0.0239
C -1.55028 1.90335 3.43770 -0.0411
N -0.91496 1.40151 2.31820 0.0712
C -1.81990 1.04450 1.39117 -0.7063
S -1.56685 0.36869 -0.15943 0.6610
H -5.08395 1.54587 1.80288 0.0997
H -4.48052 -0.00801 1.18240 0.1018
H -4.25615 1.47747 0.23492 0.0906
H -3.71641 2.13159 3.78314 0.1329
H -1.01216 2.25763 4.29707 0.1281
H 0.07963 1.33552 2.15702 0.0842
Te 1.32815 2.33545 -0.48487 1.0284
C 2.26485 0.85437 -1.63324 -0.7155
C 2.10296 0.78118 -3.02750 -0.1335
C 2.67604 -0.25436 -3.72982 -0.0677
C 3.40549 -1.24910 -3.06887 -0.0898
C 3.54101 -1.21064 -1.69948 -0.1080
C 2.96799 -0.16079 -0.96911 -0.2356
H 1.53913 1.54755 -3.54220 0.1045
H 2.56470 -0.29757 -4.80536 0.1165
H 3.86358 -2.04612 -3.63887 0.1156
H 4.08924 -1.98438 -1.17826 0.1171
H 3.11945 -0.09203 0.10255 0.0801

=====

(3)
104
Properties=species:S:1:pos:R:3:lowdin_charge:R:1 method="wB97M-V/def2-TZVPD" charge=-1 homo_lumo_gap_ha=0.183 multiplicity=1 e_lumo_ev=1.13 largest_force_ev_per_a=1.51
C -2.66606 0.94091 -2.22399 -0.0904
C -3.37955 2.20926 -1.73995 -0.2962
N -4.54984 1.84492 -0.91554 -0.0654
C -5.65188 2.36898 -1.33012 -0.7257
Cl -5.94850 4.27209 -0.87161 0.3138
C -6.64349 1.79263 -2.03002 -0.7618
C -6.57292 0.36915 -2.48619 -0.1533
Cl -8.09729 2.66541 -2.49387 0.5216
H -2.01764 1.18011 -3.07259 0.0318
H -3.40336 0.19440 -2.52608 0.0611
H -2.06634 0.56111 -1.39211 0.0534
H -2.70804 2.78715 -1.09937 0.0735
H -3.70064 2.81921 -2.59209 0.1076
H -7.53303 -0.13881 -2.36098 0.0539
H -5.83114 -0.17385 -1.90112 0.0544
H -6.25847 0.30706 -3.53437 0.0688
C -4.58892 2.74664 2.39174 -0.1519
C -4.80557 1.38481 2.99961 -0.1470
O -4.32511 1.52246 4.35689 -0.1972
S -4.60475 3.00297 4.87089 0.5713
O -5.79720 3.01925 5.64866 -0.2407
O -3.39455 3.52398 5.40740 -0.2374
O -4.90895 3.66710 3.46820 -0.1961
H -3.54851 2.89837 2.10626 0.1290
H -5.22000 2.92175 1.52875 0.0866
H -4.25627 0.60555 2.48178 0.1317
H -5.86422 1.12279 3.03761 0.1332
C -4.44614 7.61599 0.57643 -0.1596
C -4.04844 7.45246 2.03009 -0.1591
O -3.25157 6.26470 2.03918 -0.1890
S -2.45052 6.13473 0.66551 0.5821
O -1.12404 6.62553 0.84481 -0.2436
O -2.70613 4.85327 0.13487 -0.2194
O -3.27446 7.22356 -0.15583 -0.1842
H -5.26282 6.94537 0.30055 0.0997
H -4.71206 8.63983 0.32698 0.1315
H -4.89995 7.33134 2.69346 0.1374
H -3.43164 8.28671 2.37410 0.1286
C 2.47874 1.74757 -5.18862 -0.1607
C 2.07851 1.09051 -3.88433 -0.1604
O 0.96962 1.88136 -3.42396 -0.1811
S 0.12890 2.41234 -4.66480 0.5950
O -0.97340 1.54767 -4.88901 -0.2234
O -0.03899 3.81370 -4.52820 -0.2137
O 1.23225 2.11614 -5.79396 -0.1905
H 3.06582 2.65444 -5.02549 0.1292
H 3.02348 1.07536 -5.84638 0.1321
H 2.87320 1.10216 -3.14245 0.1391
H 1.72549 0.06659 -4.03187 0.0883
C -0.56800 -3.49210 -0.99868 -0.1394
C -1.01824 -2.04649 -0.95451 -0.1489
O 0.18604 -1.30968 -1.23388 -0.1784
S 1.10335 -2.12508 -2.23083 0.5871
O 0.89603 -1.64385 -3.55535 -0.2319
O 2.41154 -2.20427 -1.68328 -0.2184
O 0.38234 -3.53355 -2.08355 -0.1785
H -0.05352 -3.78553 -0.08186 0.1244
H -1.38458 -4.18038 -1.19708 0.1350
H -1.41748 -1.75298 0.01127 0.1426
H -1.74778 -1.81753 -1.73219 0.1248
C 5.19396 -3.03683 0.59841 -0.1610
C 5.52705 -2.55936 1.99988 -0.1620
O 4.26616 -2.54439 2.68013 -0.1796
S 3.34478 -3.72841 2.10466 0.6040
O 3.43281 -4.86596 2.94282 -0.2266
O 2.09353 -3.17251 1.73279 -0.2098
O 4.19187 -4.03374 0.79536 -0.2333
H 4.76803 -2.23689 -0.01093 0.1306
H 6.04748 -3.46905 0.08302 0.1310
H 5.96881 -1.56677 2.01562 0.1330
H 6.18739 -3.26180 2.51472 0.1302
C 6.86482 -7.70648 -1.53741 -0.1660
C 6.38430 -8.25982 -0.21156 -0.1627
O 5.31403 -7.38927 0.16287 -0.1793
S 4.54565 -6.87131 -1.13981 0.6152
O 3.39938 -7.67913 -1.36301 -0.2139
O 4.45768 -5.46115 -1.06889 -0.1964
O 5.66756 -7.30053 -2.20685 -0.1845
H 7.49941 -6.82843 -1.39894 0.1318
H 7.39229 -8.44431 -2.13606 0.1332
H 7.15346 -8.25292 0.55553 0.1353
H 5.98641 -9.27124 -0.32023 0.1336
C -0.19342 -8.95212 1.75203 -0.1657
C 0.26946 -8.35576 0.43706 -0.1657
O 0.60271 -7.00523 0.76726 -0.1901
S 1.18547 -6.93347 2.25822 0.6022
O 2.59886 -6.94563 2.20788 -0.2251
O 0.46451 -5.93704 2.96132 -0.2033
O 0.68359 -8.38591 2.73126 -0.1864
H -1.21670 -8.65283 1.98857 0.1321
H -0.11800 -10.03620 1.77217 0.1319
H -0.50155 -8.37112 -0.32821 0.1356
H 1.16707 -8.85047 0.05972 0.1250
C 2.49893 6.83646 2.25381 -0.1481
C 1.99755 8.12783 1.64911 -0.1530
O 2.63351 9.15346 2.43571 -0.1898
S 4.07393 8.65902 2.90132 0.5850
O 5.06357 9.17384 2.02116 -0.2293
O 4.18011 8.84651 4.30438 -0.2258
O 3.87563 7.11125 2.57765 -0.1921
H 1.96919 6.59075 3.17489 0.1369
H 2.43638 5.99830 1.56664 0.1384
H 0.91726 8.22290 1.70355 0.1225
H 2.32187 8.24045 0.61343 0.1365

=====

(4)
98
Properties=species:S:1:pos:R:3:lowdin_spin:R:1 method="wB97M-V/def2-TZVPD" homo_lumo_gap_ha="0.313 / 0.238" de_lowest_kcal_mol=5.41 multiplicity=2 e_lumo_ev="-0.06 / -2.13" largest_force_ev_per_a=0.68
Rb 1.28681 -2.87193 -2.33962 0.0013
C 2.87373 -1.06697 0.87073 -0.0004
C 1.52920 -1.38267 0.65405 0.0459
N 1.04804 -0.75861 -0.42501 0.1116
N 2.08214 -0.04912 -0.93497 0.0039
C 3.18107 -0.21745 -0.16675 0.0254
B 2.12559 0.59811 -2.35820 -0.0007
N 0.72754 0.65409 -2.99391 -0.0001
C 0.14807 1.76282 -3.51610 0.0001
C -1.01435 1.38279 -4.14264 0.0001
C -1.05626 -0.01165 -3.96123 0.0001
N -0.01594 -0.44267 -3.26953 -0.0001
N 3.14611 -0.15663 -3.25908 0.0002
C 4.49811 -0.03706 -3.21642 0.0002
C 5.04000 -0.93242 -4.10403 -0.0001
C 3.92154 -1.57995 -4.65680 0.0000
N 2.79305 -1.11652 -4.14574 0.0000
N 2.68482 2.03341 -2.22873 -0.0001
C 3.22087 2.77284 -3.23169 0.0000
C 3.35097 4.06419 -2.78571 0.0000
C 2.85129 4.02081 -1.47008 0.0000
N 2.44833 2.80315 -1.14373 0.0005
H 3.52912 -1.43778 1.63957 -0.0004
H 0.90412 -2.08409 1.18862 0.0027
H 4.10988 0.26404 -0.42270 0.0019
H 0.59771 2.73635 -3.40518 0.0000
H -1.71223 2.01372 -4.66692 0.0000
H -1.80080 -0.71620 -4.30278 0.0000
H 4.97608 0.69052 -2.58166 0.0000
H 6.08168 -1.08917 -4.32444 0.0000
H 3.88824 -2.37021 -5.39093 0.0000
H 3.46319 2.32729 -4.18245 0.0000
H 3.75600 4.90603 -3.32080 0.0000
H 2.78343 4.82356 -0.75049 0.0000
I -2.30675 -4.19845 0.47305 0.0016
C -0.92982 -5.42677 1.51844 0.0001
I -0.34766 -4.68734 3.42424 0.0001
H -0.04087 -5.45546 0.88764 0.0000
H -1.39505 -6.39042 1.67168 0.0000
Cl 4.29284 -3.83966 -1.27738 0.0000
C 3.53149 -5.45049 -0.95424 0.0000
C 2.02934 -5.32566 -1.25824 0.0000
O 1.65406 -5.67346 -2.38701 0.0000
O 1.34225 -4.75186 -0.36823 0.0002
H 3.72484 -5.66802 0.09116 0.0000
H 4.02571 -6.15292 -1.61609 0.0000
C -0.45500 4.50993 1.27404 0.0015
C 0.76508 3.70451 1.71044 -0.0003
C 0.40294 2.23575 2.01997 0.0021
C -0.88545 1.82618 1.28310 0.0667
C -0.86643 2.42570 -0.12689 0.0030
C -1.02943 3.95148 -0.03790 -0.0002
P -1.15441 0.03100 1.21864 0.5043
C -2.76130 -0.38501 0.44125 0.0629
C -2.63414 -0.65977 -1.06396 0.0097
C -4.02172 -0.93977 -1.63526 -0.0003
C -4.93841 0.29658 -1.54667 0.0001
C -4.42948 1.30837 -0.51542 0.0022
C -3.92718 0.60796 0.74452 0.0221
C -1.18217 -0.76997 2.86241 0.0645
C -2.38036 -0.26277 3.68923 0.0284
C -2.48246 -1.06267 4.98873 0.0090
C -1.15878 -1.06936 5.78867 0.0001
C -0.07219 -0.24513 5.10423 -0.0002
C 0.14634 -0.72088 3.67017 0.0012
H -0.19372 5.56212 1.15099 0.0002
H -1.21465 4.48006 2.06243 0.0007
H 1.23744 4.15577 2.58390 -0.0001
H 1.50197 3.71181 0.90524 0.0000
H 0.27663 2.08637 3.09257 0.0000
H 1.22784 1.59933 1.68934 0.0004
H -1.74978 2.22501 1.82614 0.0167
H -1.62900 1.99680 -0.77654 0.0002
H 0.09813 2.18101 -0.56972 0.0000
H -2.08418 4.22613 -0.12565 0.0001
H -0.51281 4.40117 -0.88904 -0.0001
H -2.99319 -1.33948 0.92330 0.0001
H -1.97429 -1.50672 -1.24669 0.0005
H -2.17856 0.18245 -1.58847 0.0003
H -4.46410 -1.77391 -1.07916 0.0000
H -3.93177 -1.27760 -2.66842 0.0000
H -5.94992 -0.01604 -1.27722 0.0000
H -5.01427 0.78342 -2.52052 0.0000
H -5.22302 2.01019 -0.25227 0.0007
H -3.62538 1.90886 -0.94657 0.0001
H -4.74888 0.03461 1.18322 0.0030
H -3.64882 1.34609 1.49485 0.0017
H -1.39540 -1.81588 2.60751 0.0019
H -3.30715 -0.37116 3.12147 0.0006
H -2.26294 0.80440 3.90012 -0.0001
H -2.76766 -2.08609 4.73331 0.0001
H -3.29567 -0.65589 5.59172 0.0020
H -0.79916 -2.09665 5.89257 0.0000
H -1.32294 -0.69897 6.80139 0.0001
H 0.86540 -0.32471 5.65699 -0.0001
H -0.34184 0.81475 5.11684 0.0000
H 0.56114 -1.73076 3.69876 -0.0001
H 0.89758 -0.11072 3.17860 0.0003

=====

(5)
18
Properties=species:S:1:pos:R:3:lowdin_charge:R:1 method="wB97M-V/def2-TZVPD" smiles=CC#N.CC#N.CC#N homo_lumo_gap_ha=0.447 de_lowest_kcal_mol=20.10 multiplicity=1 e_lumo_ev=0.41 largest_force_ev_per_a=5.28
C 1.71747 -1.84283 -4.76993 -0.0813
C 2.92414 -2.63001 -4.76756 -0.3068
N 3.85176 -3.28355 -4.65239 0.1309
H 0.83030 -2.50162 -4.69307 0.0939
H 1.74838 -1.18216 -5.59936 0.0628
H 1.70243 -1.20147 -3.84555 0.1006
C -1.52920 2.55807 4.24661 -0.0825
C -2.38562 1.95877 3.26408 -0.3004
N -3.21807 1.45195 2.65979 0.1351
H -0.65975 2.97978 3.76915 0.0714
H -1.28640 1.75051 4.95400 0.0909
H -1.97453 3.40557 4.87506 0.1154
C -0.72161 -0.39319 0.53525 -0.0605
C 0.57964 0.03447 1.08279 -0.3058
N 1.54372 0.23104 1.60225 0.1255
H -0.95240 0.31379 -0.27313 0.0846
H -1.46284 -0.22137 1.33395 0.0582
H -0.70741 -1.42776 0.27806 0.0680

=====

(6)
66
Properties=species:S:1:pos:R:3:lowdin_charge:R:1 method="wB97M-V/def2-TZVPD" smiles="CN1C(=O)[C@@H](Cc2ccccc2)N(/C=C/[C@@H](c2ccc([N+](=O)[O-])cc2)S(=O)(=O)c2ccccc2)C1(C)C" homo_lumo_gap_ha=0.260 de_lowest_kcal_mol=89.17 multiplicity=1 e_lumo_ev=-1.14 largest_force_ev_per_a=3.49
C -0.05834 0.71626 -5.23236 -0.0124
N 0.09144 1.01826 -3.82368 -0.0367
C 0.54753 2.23814 -3.39058 -0.3591
O 0.93639 3.14493 -4.12096 0.0776
C 0.50627 2.22451 -1.86237 -0.1630
C -0.31112 3.35208 -1.22039 -0.0875
C 0.12808 4.73778 -1.63372 -0.2366
C -0.80226 5.60740 -2.21262 -0.0439
C -0.38288 6.85192 -2.68741 -0.0814
C 0.95157 7.24974 -2.52059 -0.0910
C 1.86162 6.40343 -1.87422 -0.0772
C 1.44381 5.15429 -1.40323 -0.0392
N -0.09858 0.92610 -1.58485 -0.0068
C -0.33248 0.52306 -0.30137 -0.0853
C -0.75571 -0.70555 0.10164 -0.1142
C -0.66117 -1.12047 1.54800 -0.3104
C -1.16147 -2.54787 1.80342 -0.1910
C -2.15646 -2.82744 2.76207 -0.0286
C -2.63073 -4.11984 2.94730 0.0233
C -2.12696 -5.14282 2.11553 -0.1516
N -2.45787 -6.48892 2.44152 -0.3210
O -2.10670 -7.41739 1.68409 0.0626
O -3.08118 -6.69065 3.51337 0.0485
C -1.22474 -4.85932 1.06167 0.0370
C -0.70101 -3.57257 0.95630 -0.0060
S 1.05758 -0.74239 1.98270 0.7250
O 1.10726 0.69355 2.19643 -0.3090
O 1.94777 -1.37519 1.04346 -0.2969
C 1.52545 -1.45574 3.57490 -0.2595
C 0.56943 -1.82911 4.50950 -0.0644
C 0.97581 -2.52529 5.65104 -0.0661
C 2.34061 -2.69853 5.91458 -0.0729
C 3.29496 -2.14346 5.04896 -0.0688
C 2.89192 -1.53219 3.86172 -0.0550
C -0.29679 0.08597 -2.77028 -0.4681
C -1.76796 -0.32264 -2.91069 0.0004
C 0.62845 -1.14533 -2.77574 0.0136
H 0.28489 1.57671 -5.81163 0.0938
H 0.52828 -0.17118 -5.50477 0.0939
H -1.11160 0.51574 -5.47595 0.0907
H 1.54728 2.25905 -1.47272 0.1685
H -1.37204 3.19820 -1.48227 0.1305
H -0.21919 3.24604 -0.12541 0.1228
H -1.83821 5.27167 -2.32940 0.1119
H -1.10273 7.50484 -3.18425 0.1012
H 1.27616 8.22724 -2.88149 0.0991
H 2.90039 6.70487 -1.73236 0.1020
H 2.13501 4.47870 -0.88906 0.1167
H -0.12251 1.28138 0.45898 0.1158
H -1.19897 -1.42198 -0.59063 0.0900
H -1.19751 -0.42851 2.22895 0.1343
H -2.54609 -2.01132 3.37642 0.1209
H -3.37323 -4.35839 3.71464 0.1261
H -0.93652 -5.64776 0.35968 0.1261
H 0.05351 -3.33255 0.19997 0.1227
H -0.47951 -1.55703 4.34509 0.1014
H 0.22783 -2.90283 6.34574 0.1075
H 2.66071 -3.22524 6.81567 0.1066
H 4.35648 -2.16943 5.30434 0.1095
H 3.63447 -1.11540 3.17749 0.1229
H -2.36200 0.57426 -3.13185 0.1005
H -1.85597 -1.04781 -3.72617 0.0854
H -2.14575 -0.77610 -1.99508 0.0655
H 1.60789 -0.86203 -3.18476 0.0979
H 0.75408 -1.56262 -1.77084 0.0683
H 0.20331 -1.91322 -3.43149 0.0834